(1)
The following is a quantum chemistry calculation of a cluster of 8 separate species, C36H86N2O8 in total, from the Open Molecules 2025 dataset.

Summary:
Calculated total energy ... -58079.85570 eV
SMILES string ... CC1(C)CCCC(C)(C)N1O.CC1(C)CCCC(C)(C)N1O.CC(C)O.CC(C)O.CC(C)O.CC(C)O.CC(C)O.CC(C)O
Energy above the lowest of the compared OMol25 structures with the same formula, charge and spin ... 126.2 kcal/mol
E_HOMO ... -7.484 eV
LUMO energy ... 0.0187 Ha

```
! RIJCOSX wB97M-V def2-TZVPD def2/J DEFGRID3
* xyz 0 1
C -17.849 -15.350 2.294
C -17.030 -14.248 3.193
C -18.113 -13.355 3.905
C -18.766 -13.855 5.130
C -17.682 -14.484 6.114
C -16.739 -15.449 5.439
N -16.139 -14.806 4.238
O -15.270 -15.757 3.523
C -15.482 -15.497 6.383
C -17.392 -16.822 5.167
C -16.207 -13.233 2.318
H -17.356 -16.265 1.968
H -18.153 -14.847 1.376
H -18.744 -15.641 2.844
H -17.934 -12.282 3.979
H -18.961 -13.394 3.221
H -19.534 -14.604 4.938
H -19.339 -13.054 5.597
H -18.347 -14.979 6.823
H -17.100 -13.753 6.674
H -15.108 -14.490 6.572
H -15.819 -15.755 7.387
H -14.728 -16.236 6.111
H -18.357 -16.722 4.669
H -16.710 -17.459 4.604
H -17.610 -17.383 6.075
H -16.838 -12.621 1.673
H -15.459 -13.620 1.626
H -15.689 -12.461 2.886
H -14.459 -15.351 3.208
C -8.670 -17.299 3.184
C -9.630 -18.561 3.065
C -9.081 -19.716 4.085
C -9.261 -19.445 5.579
C -10.744 -19.178 5.883
C -11.412 -18.082 4.996
N -10.951 -18.207 3.571
O -11.583 -17.256 2.831
C -12.972 -18.140 5.154
C -10.961 -16.736 5.600
C -9.625 -19.250 1.736
H -8.361 -17.049 4.199
H -9.161 -16.379 2.869
H -7.757 -17.403 2.598
H -9.247 -20.734 3.732
H -8.003 -19.603 3.971
H -8.671 -18.587 5.902
H -8.978 -20.274 6.229
H -10.829 -18.997 6.954
H -11.347 -20.054 5.646
H -13.434 -17.323 4.599
H -13.268 -19.124 4.792
H -13.386 -18.057 6.159
H -10.876 -16.722 6.686
H -9.919 -16.508 5.371
H -11.396 -15.775 5.326
H -10.021 -18.565 0.986
H -10.241 -20.132 1.559
H -8.590 -19.319 1.402
H -11.702 -17.784 2.038
C -14.971 -11.626 5.609
C -14.579 -11.158 7.004
C -13.453 -10.328 7.087
O -15.666 -10.458 7.612
H -15.939 -12.127 5.625
H -14.241 -12.282 5.133
H -15.070 -10.719 5.013
H -14.572 -12.017 7.675
H -13.385 -9.507 6.373
H -12.638 -10.962 6.738
H -13.298 -10.050 8.130
H -15.546 -9.567 7.951
C -15.038 -18.132 1.159
C -14.236 -19.199 0.441
C -14.905 -19.679 -0.862
O -12.974 -18.611 0.113
H -14.641 -17.125 1.034
H -14.941 -18.214 2.242
H -16.111 -18.170 0.973
H -14.078 -20.012 1.149
H -15.950 -19.901 -0.643
H -14.437 -20.580 -1.258
H -15.005 -18.898 -1.615
H -13.177 -17.676 0.194
C -13.865 -15.343 -2.493
C -12.687 -15.714 -1.573
C -11.364 -14.940 -1.637
O -13.189 -15.533 -0.262
H -13.758 -15.647 -3.535
H -14.200 -14.327 -2.284
H -14.763 -15.893 -2.212
H -12.421 -16.770 -1.590
H -11.711 -13.911 -1.541
H -10.780 -15.255 -2.502
H -10.797 -15.127 -0.726
H -13.745 -14.755 -0.173
C -21.721 -12.063 5.030
C -21.798 -12.241 6.553
C -21.463 -10.834 7.232
O -23.127 -12.707 6.887
H -21.799 -13.076 4.637
H -20.840 -11.586 4.599
H -22.531 -11.466 4.610
H -21.045 -12.934 6.927
H -21.685 -10.954 8.292
H -22.038 -10.030 6.773
H -20.401 -10.671 7.047
H -23.811 -12.164 6.488
C -20.553 -19.011 -1.388
C -19.279 -18.114 -1.490
C -18.349 -18.050 -0.294
O -18.641 -18.409 -2.757
H -20.941 -19.365 -2.343
H -21.359 -18.436 -0.933
H -20.546 -19.842 -0.682
H -19.596 -17.087 -1.671
H -17.472 -17.428 -0.472
H -18.113 -19.098 -0.110
H -19.059 -17.694 0.452
H -18.259 -19.288 -2.810
C -20.894 -15.795 8.501
C -21.526 -16.647 9.604
C -21.269 -16.172 11.042
O -22.946 -16.732 9.316
H -21.439 -14.863 8.649
H -21.087 -16.140 7.486
H -19.833 -15.546 8.523
H -21.119 -17.644 9.436
H -20.388 -15.530 11.060
H -21.084 -17.045 11.668
H -21.997 -15.427 11.362
H -23.443 -17.002 10.091
*
```

(2)
The following is a quantum chemistry calculation of a structure of composition C19H30NTl, from the Open Molecules 2025 dataset.

Summary:
Calculated total energy ... -26357.00429 eV
E_HOMO (alpha / beta) ... -15.772 / -15.664 eV
LUMO energy (alpha / beta) ... -0.3400 / -0.3446 Ha

```
! RIJCOSX wB97M-V def2-TZVPD def2/J DEFGRID3
* xyz 2 1
C -3.587 -0.576 -1.516
H -4.621 -0.273 -1.754
H -3.028 -0.545 -2.459
H -3.141 0.168 -0.829
C -3.509 -1.984 -0.932
H -2.461 -2.334 -0.972
H -3.772 -1.923 0.128
C -4.359 -3.046 -1.615
H -4.295 -3.996 -1.078
H -5.415 -2.773 -1.649
H -4.018 -3.209 -2.640
C 2.457 0.051 -0.554
C 2.169 -1.307 -0.869
C 1.460 -1.317 -2.105
C 1.315 0.028 -2.541
C 1.941 0.874 -1.591
C 1.974 2.355 -1.619
C 0.550 0.465 -3.725
C 0.864 -2.503 -2.756
C 2.444 -2.476 0.001
C 3.127 0.523 0.672
Tl -0.708 -0.933 0.097
H 0.325 1.535 -3.674
H 1.094 0.297 -4.665
H -0.403 -0.075 -3.814
H 1.206 2.753 -2.292
H 1.788 2.772 -0.619
H 2.940 2.762 -1.960
H 2.950 -0.151 1.520
H 4.217 0.592 0.531
H 2.768 1.515 0.968
H 1.798 -3.331 -0.237
H 3.481 -2.839 -0.097
H 2.305 -2.228 1.064
H -0.156 -2.299 -3.117
H 1.441 -2.823 -3.636
H 0.824 -3.368 -2.084
C -0.259 3.111 5.468
C -0.167 2.367 4.180
C -0.371 3.031 2.970
C -0.292 2.304 1.785
N -0.031 0.990 1.799
C 0.191 0.346 2.956
C 0.120 1.002 4.178
H 0.470 3.928 5.499
H -1.257 3.546 5.592
H -0.061 2.427 6.297
H -0.591 4.093 2.922
H -0.433 2.758 0.801
H 0.419 -0.724 2.882
H 0.296 0.441 5.093
*
```

(3)
The following is a quantum chemistry calculation of a cluster of 3 separate species, C25H37BrF6IN6O4 in total, from the Open Molecules 2025 dataset.

Summary:
Calculated total energy ... -138090.97613 eV
E_HOMO ... -11.947 eV
LUMO energy ... -0.1288 Ha

```
! RIJCOSX wB97M-V def2-TZVPD def2/J DEFGRID3
* xyz 1 1
C -1.820 1.353 -5.282
C -0.795 2.610 -5.266
C -0.053 2.600 -3.849
C -1.071 2.826 -2.595
N -0.697 1.809 -1.565
N -0.283 2.354 -0.366
C 1.140 2.595 -0.302
N 1.273 3.115 1.032
C -0.023 3.163 1.711
N -0.316 3.549 2.949
C 0.900 4.010 3.745
C 1.911 2.824 4.120
C 1.235 1.411 4.426
I 2.633 -0.255 4.115
C -1.601 3.647 3.637
Br -1.998 5.626 3.823
C -1.604 3.064 5.159
C -3.151 3.169 5.664
N -0.967 2.696 0.758
C -2.411 2.466 0.687
C -3.327 3.536 0.078
C -4.792 3.105 0.155
C -5.149 1.760 0.748
N -4.341 0.729 1.285
C -3.007 1.189 1.228
H -2.773 1.725 -4.766
H -2.049 0.980 -6.336
H -1.343 0.500 -4.700
H -1.308 3.599 -5.500
H -0.019 2.428 -6.091
H 0.717 3.440 -3.841
H 0.521 1.621 -3.756
H -0.934 3.906 -2.270
H -2.167 2.702 -2.933
H -1.390 1.059 -1.457
H 1.919 2.417 -1.101
H 0.616 4.629 4.651
H 1.444 4.729 3.026
H 2.585 3.213 4.968
H 2.608 2.674 3.223
H 0.326 1.172 3.762
H 0.845 1.461 5.508
H -2.518 3.203 3.161
H -0.878 3.605 5.840
H -1.409 1.947 5.044
H -3.243 3.717 6.663
H -3.826 3.645 4.860
H -3.557 2.095 5.776
H -2.937 4.521 -0.323
H -5.608 3.797 -0.227
H -6.273 1.516 0.770
H -2.247 0.447 1.675
C 3.235 -4.317 3.415
C 2.969 -3.880 1.988
O 3.829 -4.565 1.064
C 3.503 -5.844 0.798
O 2.562 -6.418 1.279
C 4.467 -6.447 -0.218
F 5.758 -6.234 0.105
F 4.287 -5.922 -1.447
F 4.324 -7.776 -0.344
H 4.290 -4.179 3.666
H 2.624 -3.743 4.115
H 3.013 -5.376 3.557
H 3.188 -2.814 1.888
H 1.921 -4.019 1.709
C 1.860 -6.253 -3.943
C 1.427 -5.651 -5.265
O 0.310 -4.762 -5.087
C 0.598 -3.560 -4.559
O 1.703 -3.205 -4.240
C -0.657 -2.701 -4.450
F -1.683 -3.356 -3.873
F -1.096 -2.295 -5.658
F -0.460 -1.586 -3.720
H 1.017 -6.750 -3.455
H 2.663 -6.975 -4.091
H 2.215 -5.484 -3.253
H 1.092 -6.447 -5.934
H 2.251 -5.136 -5.767
*
```

(4)
The following is a quantum chemistry calculation of an isolated molecule of C3H3N4O2PS2, from the Open Molecules 2025 dataset.

Summary:
Calculated total energy ... -44171.47982 eV
Energy above the lowest of the compared OMol25 structures with the same formula, charge and spin ... 35.7 kcal/mol
E_HOMO ... -9.353 eV
LUMO energy ... -0.0833 Ha

```
! RIJCOSX wB97M-V def2-TZVPD def2/J DEFGRID3
* xyz 0 1
C 1.226 0.252 0.389
C 0.559 1.276 -0.358
C -0.474 -2.061 0.287
N 2.539 0.621 0.538
N 1.478 2.248 -0.521
N 2.608 1.819 -0.003
N -0.759 1.124 -0.888
O -2.758 -0.447 -1.032
O -1.632 -0.008 1.293
P -1.513 -0.315 -0.287
S 0.806 -2.666 -0.816
S 1.055 -1.352 0.932
H -0.959 -2.687 0.872
H -0.687 1.272 -1.885
H -1.491 0.925 1.478
*
```

(5)
The following is a quantum chemistry calculation of a structure of composition C4H3AgMgO, from the Open Molecules 2025 dataset.

Summary:
Calculated total energy ... -15674.63869 eV
E_HOMO (alpha / beta) ... -10.475 / -13.456 eV
LUMO energy (alpha / beta) ... -0.1935 / -0.1971 Ha

```
! RIJCOSX wB97M-V def2-TZVPD def2/J DEFGRID3
* xyz 1 2
C -0.447 -1.490 1.689
C -0.868 -2.598 1.365
H -1.208 -3.587 1.092
Ag -1.432 -0.699 -0.659
O 0.888 2.289 0.457
C 0.855 1.834 -0.649
C 0.501 0.962 -1.593
Mg 0.495 0.954 2.255
H -0.004 2.087 -1.955
H 1.221 0.248 -2.001
*
```

The calculation returns the following max |F| values, one per record and in order: 4.378, 0.873, 8.428, 7.919, 4.209 eV Å⁻¹.